# 1
C15H25N2O3Pd | wB97M-V/def2-TZVPD

The HOMO energy (spin up / spin down) comes out at -0.09 / -5.53 eV. As for the spin multiplicity: 5. The value obtained for the total energy is -1049.42477 Eh. Its charge is -1.

```
46
C15H25N2O3Pd | OMol25 | wB97M-V/def2-TZVPD
Pd -1.39936 0.04031 0.36592
N -1.25378 2.20695 0.82565
C -1.01992 2.29013 2.28611
C -2.18565 1.36677 2.78583
O -2.71905 1.62130 3.87351
N -2.45112 0.31321 2.05597
C -3.12802 -0.82724 2.73703
C -2.43411 -2.05281 2.08608
O -2.44409 -3.16631 2.68472
O -1.96441 -1.79933 0.93998
H -0.50200 2.49496 0.21372
H -2.15405 2.66228 0.58136
H -1.11108 3.29530 2.67946
H -0.03994 1.86780 2.59760
H -4.18873 -0.81849 2.37394
H -2.99563 -0.74470 3.86861
C -2.18251 -1.63510 -2.50828
C -0.77788 -1.01399 -2.69227
C -0.89766 -0.37343 -4.03219
C 0.21529 -2.20616 -2.61232
C -0.46407 0.07093 -1.62998
H -2.39736 -2.20227 -3.41937
H -2.89520 -0.77269 -2.44688
H -2.18432 -2.23562 -1.58415
H -1.08671 -1.04832 -4.86760
H -0.04668 0.28371 -4.22441
H -1.75347 0.30627 -4.00866
H -0.01201 -3.10003 -3.23203
H 0.19079 -2.56775 -1.55197
H 1.25293 -1.97074 -2.80475
H -1.09518 0.95245 -2.05688
C 4.14189 0.59039 -0.22218
C 2.92467 0.56061 0.59232
C 2.86548 1.90364 1.27682
C 3.00094 -0.57865 1.54279
C 1.64782 0.32168 -0.09566
C 0.76329 0.11166 -0.97068
H 5.01926 0.39267 0.43252
H 4.27716 1.57285 -0.73183
H 4.12678 -0.19773 -0.99702
H 3.39568 2.04462 2.21285
H 1.75311 2.05923 1.54588
H 3.22560 2.72258 0.66787
H 3.40526 -0.26416 2.52878
H 3.59158 -1.41969 1.17827
H 1.98651 -1.05708 1.75554
```

natural (NBO) population analysis, charges in e, atoms 1 to 6: atom 1 (Pd): 0.9591, atom 2 (N): -0.9013, atom 3 (C): -0.3176, atom 4 (C): 0.6206, atom 5 (O): -0.6716, atom 6 (N): -0.6618


# 2
C15H25N5O | wB97M-V/def2-TZVPD

The HOMO energy comes out at -8.54 eV. The value obtained for the total energy is -935.57002 Eh. The SMILES is CCn1ccnc1CN(C)Cc1nc(CCC(C)C)no1.

```
46
C15H25N5O | OMol25 | wB97M-V/def2-TZVPD
C 1.37078 1.56482 1.35081
C 2.07562 1.87735 0.03287
N 3.37202 1.25564 -0.03016
C 4.55462 1.84455 0.31783
C 5.51843 0.89271 0.15914
N 4.95417 -0.26477 -0.26885
C 3.66950 -0.02644 -0.37385
C 2.65594 -1.02783 -0.80520
N 1.88769 -1.51105 0.34167
C 2.69792 -2.36523 1.18784
C 0.64720 -2.16137 -0.05862
C -0.39306 -1.13541 -0.33763
N -1.43758 -0.87677 0.38410
C -2.02956 0.16504 -0.27409
C -3.29134 0.79356 0.17406
C -4.45710 -0.18208 -0.02869
C -5.77790 0.32042 0.56167
C -6.27658 1.57477 -0.15153
C -6.82970 -0.78395 0.47068
N -1.37520 0.51599 -1.34358
O -0.30385 -0.32755 -1.40215
H 1.26842 0.48778 1.46557
H 1.94493 1.95341 2.18898
H 0.38385 2.02074 1.36019
H 1.47074 1.52294 -0.80570
H 2.21210 2.95716 -0.07609
H 4.60788 2.86704 0.63162
H 6.57482 0.96292 0.32249
H 1.96694 -0.56816 -1.51744
H 3.18540 -1.85152 -1.30891
H 2.94498 -3.32160 0.70600
H 3.62633 -1.84464 1.41167
H 2.16486 -2.55944 2.11750
H 0.27781 -2.76447 0.77210
H 0.77577 -2.80750 -0.94366
H -3.20328 1.03267 1.23566
H -3.44111 1.70778 -0.39826
H -4.58530 -0.36711 -1.09763
H -4.19240 -1.12865 0.44767
H -5.61628 0.55926 1.61894
H -6.38361 1.38656 -1.21771
H -5.59057 2.40612 -0.01397
H -7.24652 1.87012 0.24226
H -6.49862 -1.67645 0.99660
H -7.01336 -1.04636 -0.56907
H -7.76791 -0.45512 0.91141
```

natural (NBO) population analysis, charges in e, atoms 1 to 6: atom 1 (C): -0.6271, atom 2 (C): -0.2068, atom 3 (N): -0.3366, atom 4 (C): -0.1030, atom 5 (C): -0.0977, atom 6 (N): -0.4680


# 3
C15H25N5O3 | wB97M-V/def2-TZVPD

The HOMO energy comes out at -8.14 eV. The value obtained for the total energy is -1086.09788 Eh. The SMILES is Cn1c2c(c(=O)n(C)c1=O)CN(CCCN1CCOCC1)CN2.

```
48
C15H25N5O3 | OMol25 | wB97M-V/def2-TZVPD
C -0.33589 -1.11310 3.35993
N -1.06523 -0.24783 2.45741
C -0.49582 0.89367 1.94847
C -1.19715 1.70448 1.10184
C -2.53625 1.38954 0.71577
O -3.21150 2.03187 -0.06883
N -3.05508 0.22883 1.31722
C -4.42097 -0.15364 1.00596
C -2.37825 -0.60137 2.16219
O -2.88040 -1.59894 2.63674
C -0.51624 2.90454 0.48754
N 0.92815 2.76201 0.45793
C 1.47716 2.04848 -0.67761
C 1.15277 0.55351 -0.80057
C 1.74287 -0.03308 -2.08548
N 1.41067 -1.44482 -2.18085
C 2.35575 -2.33247 -1.52335
C 3.61636 -2.58120 -2.36483
O 3.29150 -3.06523 -3.64970
C 2.42955 -2.17231 -4.32509
C 1.14477 -1.94062 -3.52026
C 1.41430 2.39180 1.74835
N 0.77571 1.20192 2.32213
H -1.03323 -1.88493 3.68463
H 0.01699 -0.55507 4.22862
H 0.50452 -1.59174 2.85146
H -5.01603 -0.17772 1.91853
H -4.81223 0.58884 0.31393
H -4.43493 -1.14434 0.55240
H -0.89815 3.04893 -0.52360
H -0.75248 3.80965 1.06092
H 2.56444 2.17778 -0.63845
H 1.11606 2.56230 -1.57249
H 0.07325 0.40363 -0.81889
H 1.55534 0.01151 0.05712
H 1.30292 0.48781 -2.93877
H 2.82767 0.15443 -2.10530
H 2.63472 -1.91525 -0.55476
H 1.84689 -3.28753 -1.36002
H 4.24425 -3.34489 -1.90279
H 4.19934 -1.65028 -2.45741
H 2.20992 -2.63526 -5.28826
H 2.94498 -1.21317 -4.49526
H 0.48981 -1.24197 -4.04230
H 0.62217 -2.89653 -3.41269
H 2.49149 2.21827 1.70408
H 1.22029 3.23144 2.43151
H 1.36430 0.46633 2.67265
```

natural (NBO) population analysis, charges in e, atoms 1 to 6: atom 1 (C): -0.4333, atom 2 (N): -0.4277, atom 3 (C): 0.4661, atom 4 (C): -0.3217, atom 5 (C): 0.6651, atom 6 (O): -0.6321


# 4
C15H25N6O2 | wB97M-V/def2-TZVPD

The HOMO energy comes out at -11.15 eV. The value obtained for the total energy is -1065.39691 Eh. Its charge is +1.

```
48
C15H25N6O2 | OMol25 | wB97M-V/def2-TZVPD
O -1.31618 -3.34007 -5.16080
O -0.92476 0.47973 -1.74494
N 0.00126 1.54418 3.61639
C -1.08382 -2.70405 -4.14710
C -0.45738 0.19186 -2.83952
C 0.95007 0.65298 3.38246
C -0.88204 3.52067 4.68326
C 0.11196 -2.49847 0.56100
C -0.86968 -1.55938 0.87831
C 1.37600 -2.40189 1.14304
C -0.59303 -0.53762 1.79046
C 1.65529 -1.37859 2.05443
C 0.67256 -0.42761 2.40576
N -0.74419 4.56958 5.56820
N 0.13978 2.59303 4.49115
N -0.79638 0.95343 -3.89006
N 0.01908 -1.96299 -4.06782
N -1.97645 3.38472 4.00480
C -2.05049 -2.76682 -2.98019
C 2.29112 0.70966 4.07863
C -0.42903 0.80912 -5.30041
C 1.91358 -0.75783 -3.14026
C 0.42063 -1.07841 -2.97364
H -0.10280 -3.29980 -0.14005
H -1.84878 -1.61391 0.40997
H 2.14358 -3.12815 0.88923
H -1.38325 0.17445 2.00735
H 2.65374 -1.35009 2.47984
H 0.03952 4.56637 6.21813
H -1.56400 5.12674 5.80054
H 1.02070 2.73119 4.98631
H -1.40147 1.72653 -3.65688
H 0.61191 -1.99655 -4.88140
H -2.02643 2.60244 3.34963
H -2.75386 4.03636 4.05907
H -1.53837 -3.15335 -2.10354
H -2.45521 -1.77749 -2.77749
H -2.86668 -3.43913 -3.24260
H 2.49769 -0.25291 4.55477
H 2.34453 1.47798 4.84949
H 3.07433 0.91010 3.34220
H 0.65084 0.72098 -5.41379
H -0.75782 1.68931 -5.85596
H -0.91585 -0.06745 -5.73310
H 2.23722 -0.10282 -2.32983
H 2.49118 -1.68247 -3.09287
H 2.10555 -0.26845 -4.09454
H 0.31585 -1.62510 -2.03763
```

natural (NBO) population analysis, charges in e, atoms 1 to 6: atom 1 (O): -0.6159, atom 2 (O): -0.6508, atom 3 (N): -0.3183, atom 4 (C): 0.6738, atom 5 (C): 0.6599, atom 6 (C): 0.2956


# 5
C15H25O4PV | wB97M-V/def2-TZVPD

The HOMO energy (spin up / spin down) comes out at -17.62 / -17.65 eV. As for the spin multiplicity: 3. The value obtained for the total energy is -2171.50114 Eh. Its charge is +3.

```
46
C15H25O4PV | OMol25 | wB97M-V/def2-TZVPD
V 1.39905 2.10389 -1.74300
C 1.65080 2.19160 0.10117
O 1.85495 2.20924 1.25808
C 1.26707 3.91136 -2.26197
O 1.19030 5.03457 -2.57659
C -0.12313 1.08152 -2.11811
O -1.09106 0.44549 -2.35971
C 2.86785 1.14018 -2.39225
O 3.74183 0.46276 -2.79120
C 1.07507 -0.12179 -5.69116
H 2.01011 -0.67573 -5.54700
H 0.14314 -0.67594 -5.52665
C 1.07042 1.18444 -5.99162
H 0.13326 1.74414 -6.09388
H 2.00187 1.75118 -6.09977
C -2.94383 0.85098 0.72126
C -1.48756 0.94690 1.19645
C -1.36868 1.56380 2.58451
P -0.67038 -0.70987 0.99556
C 0.95465 -1.05478 0.22443
C 2.12263 -1.25067 1.19940
C 0.73793 -2.25950 -0.70418
C -0.86028 -1.77811 2.44910
C -0.20694 -1.27127 3.74301
C -2.36434 -2.04761 2.68226
H -3.57538 0.31544 1.43654
H -3.02735 0.38239 -0.26893
H -3.31891 1.88309 0.66640
H -0.93292 1.59170 0.48782
H -1.97580 1.04901 3.34397
H -0.32724 1.67250 2.91386
H -1.77878 2.57850 2.49560
H 1.16827 -0.17303 -0.39487
H 1.94672 -2.11190 1.86065
H 3.03699 -1.43374 0.61574
H 2.30236 -0.34240 1.79120
H -0.00126 -2.00317 -1.47705
H 1.67409 -2.52250 -1.21237
H 0.37983 -3.13579 -0.14655
H -0.35889 -2.72162 2.13543
H -0.77835 -0.44483 4.16994
H -0.17876 -2.08105 4.48191
H 0.81798 -0.92915 3.61269
H -2.87336 -2.21162 1.72504
H -2.48628 -2.94357 3.30170
H -2.81768 -1.19509 3.20310
```

natural (NBO) population analysis, charges in e, atoms 1 to 6: atom 1 (V): 0.2262, atom 2 (C): 0.4839, atom 3 (O): -0.3673, atom 4 (C): 0.4908, atom 5 (O): -0.2245, atom 6 (C): 0.4870